ORCA calculation (ωB97M-V with the def2-TZVPD basis set) on the molecule C4H11OP at a distorted geometry.

Structure (ORCA input):
```
! wB97M-V def2-TZVPD RIJCOSX def2/J DEFGRID3
* xyz 0 1
C -0.6959 -0.5633 -2.2129
C -0.8722 -0.9488 -0.6945
C 0.4324 -0.9385 0.1005
C 1.1590 0.6933 0.5303
P 1.2179 0.7667 2.3353
O 0.0068 1.2285 2.9878
H -0.4199 0.5756 -2.3859
H -0.1210 -1.2939 -2.7522
H -1.7380 -0.6816 -2.7355
H -1.1361 -2.0242 -0.6762
H -1.6489 -0.3883 -0.0998
H 1.2174 -1.4038 -0.4212
H 0.2883 -1.5121 1.0264
H 0.4790 1.4619 0.0228
H 2.1882 0.4417 0.1500
H 1.4815 -0.4872 2.6433
H 2.4522 1.3639 2.5326
*
```

Output
Calculated total energy ... -575.53948 Ha
Frontier orbital gap ... 11.2874 eV
SMILES ... CCCC[PH2]=O
HOMO level ... -10.279 eV

These are the Löwdin partial charges, in e, on atoms 1 to 6:
1 C -0.12
2 C -0.29
3 C -0.20
4 C -0.26
5 P 0.58
6 O -0.42